#P
This record from OMol25 describes 13 unconnected molecules or ions with the total composition BF4H24O12. The level of theory is ωB97M-V with the def2-TZVPD basis set.

Output
Molar mass   302.98 u
Net charge   -1
Orbital gap   0.335 hartree
HOMO level   -6.83 eV

Cartesian coordinates (Å):
B (0.960, 0.684, 0.563)
F (0.187, 0.161, -0.430)
F (0.657, 0.145, 1.819)
F (2.327, 0.541, 0.265)
F (0.698, 2.079, 0.668)
O (1.268, -1.315, -3.425)
H (1.548, -2.138, -3.095)
H (0.426, -1.203, -3.004)
O (-1.429, -1.540, -2.391)
H (-1.983, -2.041, -2.981)
H (-1.572, -0.651, -2.692)
O (-2.365, 1.849, -1.118)
H (-2.098, 2.549, -0.579)
H (-1.589, 1.565, -1.594)
O (-1.561, 1.204, 3.274)
H (-0.716, 1.110, 2.950)
H (-2.138, 0.942, 2.541)
O (0.585, -2.536, -0.281)
H (0.328, -1.646, -0.086)
H (-0.123, -3.104, -0.649)
O (0.406, -1.791, 3.631)
H (0.799, -0.943, 3.467)
H (0.847, -2.509, 3.229)
O (3.271, -2.085, 0.243)
H (2.465, -2.462, -0.131)
H (3.131, -1.176, 0.464)
O (3.441, -0.256, -2.289)
H (3.426, -0.120, -1.374)
H (2.664, -0.780, -2.551)
O (-1.395, -2.012, 1.673)
H (-1.916, -1.197, 1.506)
H (-0.672, -1.728, 2.283)
O (-1.624, 3.471, 0.962)
H (-0.765, 3.044, 1.149)
H (-1.426, 4.368, 0.951)
O (-2.551, 0.258, 1.011)
H (-2.284, 0.666, 0.176)
H (-3.454, -0.059, 0.925)
O (0.578, 3.189, -1.874)
H (1.195, 2.542, -2.276)
H (0.474, 2.916, -0.945)

#Q
This record from OMol25 describes 13 unconnected molecules or ions with the total composition BF4H24O12. The level of theory is ωB97M-V with the def2-TZVPD basis set.

Output
Molar mass   302.98 u
Net charge   -1
Orbital gap   0.303 hartree
HOMO level   -6.50 eV

Cartesian coordinates (Å):
B (-0.847, 0.863, 0.588)
F (-1.696, -0.157, 0.101)
F (0.420, 0.727, 0.090)
F (-1.237, 2.134, 0.214)
F (-0.779, 0.731, 1.996)
O (-1.586, 1.650, -2.455)
H (-2.314, 2.164, -2.731)
H (-1.398, 1.877, -1.565)
O (-2.114, -3.029, 0.703)
H (-2.829, -2.668, 0.217)
H (-2.369, -3.902, 0.898)
O (0.713, -2.275, 0.156)
H (0.145, -1.802, 0.734)
H (0.318, -2.220, -0.706)
O (2.166, 2.383, 2.191)
H (1.973, 1.453, 2.288)
H (2.451, 2.797, 3.019)
O (-2.971, -1.231, -2.008)
H (-3.260, -2.153, -1.959)
H (-2.738, -0.732, -1.242)
O (1.034, 3.869, 0.237)
H (0.175, 3.486, 0.118)
H (1.340, 3.450, 1.005)
O (-0.541, -2.378, -2.239)
H (-0.846, -3.279, -2.086)
H (-1.350, -1.823, -2.226)
O (2.826, -0.557, -0.030)
H (2.177, 0.120, 0.172)
H (2.285, -1.337, -0.014)
O (-0.664, -1.882, 2.489)
H (-1.098, -2.548, 1.850)
H (-1.173, -1.068, 2.383)
O (2.811, 2.403, -1.525)
H (2.378, 2.918, -0.882)
H (2.118, 1.845, -1.927)
O (1.624, -0.131, 3.123)
H (1.375, -1.076, 2.874)
H (0.784, 0.323, 2.997)
O (1.132, 0.418, -2.636)
H (0.212, 0.550, -2.433)
H (1.353, 0.088, -1.776)

List of relative energies, unit eV: #P 0.000; #Q 0.173